Record 1
22
Properties=species:S:1:pos:R:3:forces:R:3:lowdin_charge:R:1 method="wB97M-V/def2-TZVPD" homo_energy_ev=-7.40 lumo_ev=0.82 smiles=CC1(C)[C@@H]2C(N)(N)[C@]21N max_force_ha_per_bohr=0.06424 e_tot_ha=-400.51756 total_charge=0 homo_lumo_gap_ev=8.22
C 1.2168 1.6763 0.5165 -0.058 0.266 -0.178 -0.0512
C 2.3010 -0.3949 -0.4590 -0.312 -0.175 -0.402 -0.0401
C -0.1513 -0.5039 0.3053 1.163 -2.171 0.535 -0.3153
C -1.5580 -0.0058 -0.1407 1.741 0.668 1.487 -0.5265
C 1.0301 0.2956 -0.0464 -2.737 0.462 1.792 -0.3436
N -0.0098 -1.9200 0.6195 0.042 0.085 -0.133 0.0798
N -2.5670 -1.0235 -0.3572 0.724 0.068 0.082 0.0881
N -2.1093 1.1638 0.5041 -0.396 0.637 -0.155 0.0764
C -0.3966 0.0426 -1.0709 -0.643 0.576 -2.333 -0.0352
H 0.2765 -2.4523 -0.1960 -0.067 0.024 0.013 0.0779
H 0.6970 -2.0528 1.3363 -0.033 0.096 -0.067 0.0764
H -2.1255 -1.8452 -0.7643 -0.068 0.250 -0.113 0.0696
H -2.8786 -1.3440 0.5585 -0.087 0.073 -0.027 0.0802
H -3.1130 1.0636 0.6384 0.212 -0.294 0.092 0.0697
H -2.0438 1.9773 -0.1020 0.188 -0.115 -0.032 0.0719
H -0.3290 0.9571 -1.6481 0.555 -0.598 -0.705 0.1239
H 1.7203 2.3197 -0.2124 -0.033 0.029 0.066 0.0816
H 0.2641 2.1271 0.7968 0.133 -0.075 0.061 0.0708
H 2.9462 0.2935 -1.0129 -0.100 -0.033 0.049 0.0855
H 2.8627 -0.7313 0.4197 -0.138 0.069 -0.028 0.0915
H 2.1050 -1.2678 -1.0874 -0.006 0.114 0.048 0.0816
H 1.8621 1.6248 1.4020 -0.081 0.044 -0.052 0.0871

---

Record 2
20
Properties=species:S:1:pos:R:3:forces:R:3:lowdin_charge:R:1 method="wB97M-V/def2-TZVPD" homo_energy_ev=-8.12 lumo_ev=0.75 smiles="NCCCC(N)=O.O" max_force_ha_per_bohr=0.05865 e_tot_ha=-419.56042 total_charge=0 homo_lumo_gap_ev=8.87
C -0.6887 1.2752 -0.3573 0.489 -1.218 1.820 -0.2703
C -1.2901 -0.1715 -0.4375 0.580 0.282 2.199 -0.1819
C -0.2489 -1.2349 0.0231 0.557 -0.503 2.102 -0.1453
C 1.1048 -1.1941 -0.7717 -2.556 -0.428 1.018 -0.5352
N 1.2200 -2.2154 -1.7001 1.254 1.215 -1.060 0.1238
O 1.9494 -0.3538 -0.4678 -0.173 -1.486 -0.992 0.0166
N -1.1059 2.0173 0.8267 0.236 0.862 1.013 -0.0391
H 0.4536 1.1748 -0.3662 -1.883 0.534 -0.244 0.1086
H -1.0665 1.8798 -1.1240 -0.093 0.445 -1.871 0.0706
H -1.4667 -0.4255 -1.4492 -0.735 -0.128 -1.208 0.0725
H -2.2630 -0.3085 0.2028 1.740 0.430 -1.307 0.1365
H -0.8390 -2.2403 0.0327 1.642 1.393 -0.118 0.1256
H 0.2239 -1.0221 1.0965 -1.758 -0.454 -1.963 0.1364
H 2.1243 -2.0078 -2.1905 -1.399 -0.957 -0.121 0.1209
H 0.3806 -2.5842 -2.2435 1.814 0.941 1.267 0.1381
H -0.3962 2.0599 1.5724 -1.172 -0.333 -1.189 0.0289
H -1.9927 1.7313 1.2168 0.037 -0.100 -0.162 0.0521
H 1.7773 0.9221 1.5486 2.399 -0.724 -1.679 0.0096
H 1.1663 1.6868 2.6335 -0.324 -0.626 -0.214 0.0864
O 0.9574 1.0109 1.9547 -0.656 0.854 2.708 -0.0548

---

Record 3
192
Properties=species:S:1:pos:R:3:forces:R:3:lowdin_charge:R:1 method="wB97M-V/def2-TZVPD" homo_energy_ev=-8.32 lumo_ev=0.10 smiles=COCCNCCOC.COCCNCCOC.COCCNCCOC.COCCNCCOC.COCCNCCOC.CC(C)O.CC(C)O.CC(C)O.CC(C)O.CC(C)O.CC(C)O max_force_ha_per_bohr=0.06926 e_tot_ha=-3379.71819 total_charge=0 homo_lumo_gap_ev=8.42
C 8.4961 -9.2884 -7.3159 0.020 0.033 -0.138 -0.1188
O 7.1363 -9.6025 -7.1202 -0.369 -0.907 -0.100 -0.2030
C 6.4554 -8.8302 -6.1509 0.109 0.514 -1.144 -0.1785
C 6.1351 -7.4179 -6.7485 1.031 -2.922 -1.740 -0.2601
N 6.3805 -6.4698 -5.7848 -0.596 1.455 1.699 -0.0851
C 6.0171 -5.1698 -6.2729 0.658 1.245 1.320 -0.1790
C 6.3806 -4.1143 -5.1787 1.327 -0.123 -1.526 -0.2610
O 5.3735 -3.9593 -4.2791 -2.897 0.438 1.250 -0.2138
C 5.5113 -2.7853 -3.4555 0.376 -1.764 -0.287 -0.0667
H 8.6312 -8.6743 -8.2063 0.002 0.159 -0.092 0.0788
H 9.0577 -10.2100 -7.4691 -0.115 -0.100 0.016 0.0843
H 8.9433 -8.7605 -6.4736 -0.095 0.072 0.217 0.0889
H 7.1332 -8.7803 -5.2987 -0.198 0.641 0.317 0.1130
H 5.5547 -9.3540 -5.8309 0.019 -0.191 -0.236 0.1178
H 5.2160 -7.3081 -7.3240 -1.037 -0.441 0.560 0.1202
H 6.8105 -7.2979 -7.5956 0.726 0.103 0.100 0.1090
H 5.7289 -6.6794 -5.0421 0.101 0.070 0.732 0.1256
H 4.9508 -5.0595 -6.4701 -0.300 -0.028 -0.194 0.1181
H 6.5571 -5.0704 -7.2145 0.116 0.649 0.052 0.1221
H 6.6202 -3.1509 -5.6288 0.055 0.251 -0.382 0.1120
H 7.2561 -4.4198 -4.6057 0.568 -0.313 -0.370 0.1206
H 6.4041 -3.0117 -2.8727 0.440 0.928 0.074 0.0879
H 4.7045 -2.7410 -2.7239 -0.260 -0.010 -0.434 0.0848
H 5.5531 -1.9147 -4.1101 0.208 0.242 0.345 0.0891
C -5.2216 -14.9162 -1.5796 -0.572 0.658 0.253 -0.0952
O -4.8697 -13.8416 -0.6964 0.571 -0.558 -1.423 -0.2053
C -4.9873 -13.9995 0.7007 0.639 0.414 -0.106 -0.2089
C -3.8793 -13.1075 1.3392 -1.059 0.562 -0.664 -0.1908
N -4.0975 -11.6958 1.1168 -0.509 1.873 -0.860 -0.0721
C -3.1219 -10.7904 1.6964 -0.102 -1.530 2.237 -0.2473
C -3.3073 -9.3534 1.4015 -0.886 0.184 -1.744 -0.2155
O -3.3917 -9.2933 -0.0369 -0.126 2.003 0.227 -0.2024
C -3.4341 -7.9197 -0.4902 0.710 -0.808 -0.985 -0.1021
H -4.4334 -15.6443 -1.7712 0.154 -0.130 0.603 0.0814
H -5.4657 -14.5235 -2.5667 0.206 0.561 0.089 0.0794
H -6.1607 -15.3773 -1.2736 0.104 -0.409 0.350 0.0814
H -4.8322 -15.0137 1.0688 0.186 -0.342 -0.305 0.1123
H -6.0250 -13.7443 0.9157 0.074 0.415 0.753 0.1198
H -2.9097 -13.3572 0.9084 0.181 -0.772 0.134 0.1180
H -3.8944 -13.2397 2.4211 0.212 -0.275 0.088 0.1154
H -4.1815 -11.3353 0.1771 -0.355 -1.150 -0.597 0.1018
H -2.0698 -11.0163 1.5227 0.259 -0.516 -0.283 0.1191
H -3.3511 -10.9735 2.7461 0.867 0.514 0.656 0.1179
H -2.4630 -8.7270 1.6898 0.008 -0.114 0.515 0.1233
H -4.2555 -8.9906 1.7981 -0.010 0.244 0.263 0.1253
H -4.2202 -7.2598 -0.1233 -0.521 -0.593 0.236 0.0847
H -3.4593 -7.9946 -1.5773 -0.476 0.075 -0.001 0.0834
H -2.5145 -7.3592 -0.3221 0.454 -0.302 0.556 0.0762
C 1.3325 9.0032 11.5263 -0.578 -0.554 -1.427 -0.0772
O 1.0063 8.4388 10.1932 1.311 -0.500 2.397 -0.2212
C -0.3478 7.9579 10.1355 0.564 1.500 -0.958 -0.2123
C -0.4887 6.8234 9.1110 -0.169 -0.249 2.048 -0.2403
N -0.4625 7.3220 7.7787 -0.328 0.821 0.088 -0.0662
C -0.6233 6.3243 6.7486 0.595 0.701 -0.345 -0.1956
C -0.8508 6.8708 5.3272 0.163 -0.577 0.892 -0.1965
O 0.4111 6.9008 4.6344 -1.483 -0.034 0.023 -0.1922
C 0.2384 7.2426 3.2810 0.351 0.127 -1.164 -0.1343
H 2.3795 9.3060 11.5117 -0.269 0.230 -0.185 0.0829
H 1.1998 8.3211 12.3660 0.018 -0.688 -0.286 0.0748
H 0.6311 9.8057 11.7546 0.248 0.495 -0.232 0.0781
H -0.7590 8.8829 9.7313 -1.480 -0.347 -0.026 0.1199
H -0.7488 7.7763 11.1327 0.037 -0.448 -0.054 0.1136
H -1.3821 6.2546 9.3685 -0.509 0.234 -0.405 0.1167
H 0.2960 6.1026 9.3411 0.573 -0.210 -0.072 0.1181
H 0.4363 7.7813 7.7414 0.144 0.221 -0.749 0.1165
H -1.4617 5.6740 6.9978 0.029 0.058 0.203 0.1181
H 0.2930 5.7365 6.6942 -0.008 -0.630 -0.211 0.1187
H -1.3780 7.8222 5.2563 0.320 0.375 0.411 0.1248
H -1.5871 6.1560 4.9600 0.399 -0.305 -1.135 0.1101
H 0.9449 6.6667 2.6833 0.180 0.006 0.055 0.0869
H 0.3868 8.2957 3.0421 0.399 0.346 0.473 0.0779
H -0.7337 7.0682 2.8198 -0.403 -0.583 0.581 0.0855
C 2.5420 6.9615 -3.0288 2.369 -0.819 0.044 -0.1736
O 1.4024 6.8191 -3.7794 -2.541 2.332 -0.888 -0.1849
C 0.7449 8.0542 -4.3072 -0.886 -1.505 -1.305 -0.1229
C -0.6581 7.6747 -5.0394 2.001 -0.398 0.139 -0.1873
N -1.5426 6.7399 -4.3707 -0.333 0.590 0.858 -0.0457
C -2.4586 7.3558 -3.4334 -0.815 1.837 -0.888 -0.2673
C -3.0892 6.4967 -2.4380 -2.090 -1.652 0.996 -0.2168
O -3.7928 7.2030 -1.3747 0.956 -0.191 -0.507 -0.1804
C -4.6939 8.2292 -1.7608 -0.054 0.135 0.446 -0.1293
H 2.5271 7.2427 -1.9758 -0.959 0.128 0.141 0.0838
H 3.3600 7.5454 -3.4508 -0.327 0.822 -0.578 0.0808
H 3.0205 5.9843 -3.0946 -0.153 -0.366 0.478 0.0861
H 1.3332 8.4688 -5.1257 0.473 -0.213 -0.073 0.1020
H 0.5983 8.9185 -3.6595 0.079 -0.610 1.008 0.1054
H -0.4676 7.2426 -6.0219 0.673 -0.257 0.059 0.1004
H -1.0849 8.6290 -5.3480 -0.620 0.053 0.671 0.1119
H -1.0200 6.0296 -3.8783 0.455 -0.025 -0.164 0.1021
H -3.3329 7.7030 -3.9841 0.077 0.376 -0.621 0.1146
H -2.1691 8.2700 -2.9153 1.068 0.144 0.107 0.1234
H -2.4668 5.6956 -2.0391 0.404 0.538 0.760 0.1245
H -3.8583 5.9093 -2.9395 -0.265 -0.188 -0.275 0.1213
H -5.2791 8.4787 -0.8757 -0.037 -0.286 0.089 0.0850
H -5.3984 7.9694 -2.5509 0.072 -0.397 -0.189 0.0883
H -4.2266 9.1777 -2.0254 0.460 -0.061 -0.295 0.0785
C 3.4775 3.9340 4.6853 -0.915 0.524 -0.336 -0.1064
O 3.9948 4.3379 3.4273 -0.598 -0.801 -0.125 -0.1989
C 5.1994 5.0673 3.5285 -0.131 0.017 -0.116 -0.2200
C 4.9570 6.5708 3.2945 -0.100 0.094 0.764 -0.1842
N 4.0484 7.2668 4.2507 1.380 -1.304 0.840 -0.0665
C 4.0865 8.7070 4.0483 -1.543 0.142 -1.165 -0.2001
C 2.9915 9.4708 4.8705 0.947 0.566 -0.410 -0.1787
O 3.1859 10.9040 4.7264 -0.209 0.205 0.269 -0.2058
C 2.1340 11.6709 5.3698 0.111 -1.691 0.288 -0.0941
H 3.0108 4.8231 5.1094 0.764 0.107 1.099 0.0741
H 4.2146 3.3588 5.2456 0.085 0.527 0.444 0.0889
H 2.5889 3.3050 4.6316 0.175 -0.455 -0.979 0.0801
H 5.8338 4.6525 2.7452 0.128 0.428 -0.375 0.1161
H 5.7199 4.7646 4.4371 -0.068 0.611 0.447 0.1140
H 4.5924 6.6513 2.2705 -0.238 0.105 -0.319 0.1096
H 5.9000 7.1174 3.3100 0.212 -0.143 0.097 0.1143
H 3.1203 6.8846 4.1385 -0.237 0.277 0.007 0.0793
H 3.9541 8.7363 2.9668 -0.465 1.334 -0.432 0.1041
H 5.0579 9.1787 4.1968 0.097 -0.355 0.626 0.1192
H 3.1452 9.1334 5.8955 -0.033 0.279 0.397 0.1170
H 1.9506 9.2564 4.6282 0.038 -0.418 -0.415 0.0945
H 2.2753 12.7444 5.4955 0.767 -0.170 -0.627 0.0825
H 2.0231 11.2671 6.3761 -0.153 0.036 0.270 0.0764
H 1.1878 11.4947 4.8581 -0.130 0.084 -0.184 0.0777
C 1.0241 -5.7729 -5.3353 -0.592 -0.835 -2.513 -0.0681
C 0.9837 -6.4176 -4.0326 -0.880 1.894 2.097 -0.5849
C 0.7146 -7.8685 -3.9974 0.392 -1.639 -0.813 -0.0487
O 2.2045 -6.1711 -3.4119 1.657 -0.643 1.427 -0.0388
H 1.6886 -6.4146 -5.9139 0.306 0.387 -0.570 0.0903
H 1.3380 -4.7304 -5.3890 0.076 -0.100 0.387 0.0893
H 0.0441 -5.8611 -5.8042 -0.091 0.191 -0.209 0.0875
H 0.2009 -5.9252 -3.4557 -0.339 0.196 0.378 0.1317
H 0.3978 -8.3318 -3.0630 -0.096 0.609 0.197 0.0834
H 1.6540 -8.3654 -4.2397 0.100 -0.179 -0.211 0.0858
H -0.0001 -8.1575 -4.7680 -0.134 0.044 0.014 0.0859
H 2.5747 -5.3025 -3.5855 -0.303 0.082 -0.216 0.0805
C -5.7383 0.1036 5.5285 -1.550 0.046 1.215 -0.0693
C -5.1114 0.5433 4.2652 -0.881 0.864 0.456 -0.5879
C -4.1263 1.6042 4.4790 1.402 2.151 0.452 -0.0762
O -4.5489 -0.5612 3.6916 0.877 -1.556 -1.911 -0.0159
H -4.9991 -0.2711 6.2365 0.128 0.099 0.110 0.0900
H -6.4731 -0.6840 5.3615 0.130 -0.253 -0.221 0.0878
H -6.3370 0.8860 5.9949 0.295 0.226 0.223 0.0870
H -5.8473 1.0358 3.6296 -0.470 -0.705 -0.487 0.1441
H -4.5772 2.4938 4.9187 -0.319 -0.117 0.547 0.0832
H -3.7382 2.0701 3.5733 0.279 -0.678 -0.385 0.0808
H -3.3006 1.2989 5.1218 0.122 -0.063 -0.029 0.0870
H -4.3885 -1.2311 4.3602 0.057 -0.021 -0.016 0.0900
C -4.7689 -1.6549 -5.3283 2.123 0.681 -1.183 -0.0907
C -5.9877 -2.4982 -5.2745 -1.081 1.785 1.357 -0.4884
C -6.5058 -2.1418 -3.8855 -0.556 -1.949 1.483 -0.0841
O -7.0246 -2.2107 -6.1910 0.237 -0.396 -1.269 -0.0470
H -4.2403 -1.6205 -4.3756 -0.123 -0.301 0.143 0.0764
H -4.9609 -0.6045 -5.5471 -0.344 0.004 -0.167 0.0888
H -4.0247 -2.0086 -6.0418 -0.008 0.085 -0.324 0.0758
H -5.7105 -3.5419 -5.4224 -0.439 -0.037 0.264 0.1442
H -5.9664 -2.8367 -3.2418 -0.240 -0.117 0.550 0.0786
H -7.5729 -2.3269 -3.7625 -0.041 -0.280 -0.099 0.0775
H -6.3160 -1.1828 -3.4034 0.310 0.423 -0.920 0.0816
H -7.3579 -1.3190 -6.0663 0.176 0.110 0.181 0.0877
C 2.1246 1.6763 -6.5691 -0.290 -0.131 -1.277 -0.0608
C 1.3064 0.6932 -7.5092 -0.248 2.308 -0.348 -0.4158
C -0.1625 1.2044 -7.7088 0.255 -0.881 0.790 -0.0640
O 1.9391 0.5187 -8.8059 -0.127 -0.663 1.089 -0.0721
H 1.9662 1.4522 -5.5142 0.277 -0.192 -0.081 0.0688
H 1.8992 2.7356 -6.6927 -0.639 0.037 -0.205 0.0644
H 3.1650 1.6562 -6.8936 0.214 -0.580 0.519 0.0671
H 1.3145 -0.2566 -6.9745 -0.055 -0.221 -0.602 0.1246
H -0.3135 2.0465 -8.3842 0.570 0.073 -0.014 0.0738
H -0.5647 1.4885 -6.7364 0.024 0.191 0.120 0.0675
H -0.8307 0.4132 -8.0490 0.205 -0.172 -0.226 0.0667
H 2.0264 1.3558 -9.2676 -0.190 0.233 0.247 0.0798
C 0.4860 -2.9232 4.6039 0.896 0.477 -0.072 -0.0554
C -0.0378 -3.0910 6.0323 0.315 0.646 -1.017 -0.5022
C 0.2464 -1.8766 6.8919 1.426 0.473 0.117 -0.0662
O -1.4406 -3.1311 5.9642 -0.872 -0.710 -0.001 -0.0557
H 0.2224 -1.9540 4.1805 -0.390 0.112 0.194 0.0753
H 0.2425 -3.6574 3.8360 -0.435 -0.349 0.530 0.0774
H 1.5754 -2.8926 4.6209 0.188 -0.114 0.175 0.0770
H 0.3496 -4.0123 6.4674 0.126 -0.121 0.098 0.1331
H -0.2752 -1.9310 7.8474 -0.322 0.143 -0.128 0.0780
H 0.0278 -0.9724 6.3238 -0.650 -0.013 0.175 0.0826
H 1.2864 -1.7067 7.1705 0.340 -0.493 -0.069 0.0775
H -1.6854 -3.2162 6.8886 -0.662 -0.031 -0.007 0.0795
C -0.8904 1.4409 -0.0260 -0.290 0.376 -0.276 -0.0487
C -1.5906 0.4115 -0.9270 -0.212 1.923 0.410 -0.5425
C -0.9761 -0.9076 -0.9289 0.671 -2.443 -1.099 -0.0758
O -2.9357 0.2610 -0.5988 -1.650 0.187 0.323 -0.0439
H -1.5237 2.3180 0.1069 -0.192 0.056 -0.333 0.0722
H 0.0030 1.7854 -0.5468 0.292 -0.087 0.357 0.0770
H -0.6874 1.1364 1.0008 0.301 -0.532 -0.132 0.0756
H -1.6663 0.8914 -1.9027 0.411 -0.288 -0.325 0.1399
H -1.5459 -1.6249 -1.5196 -0.775 0.195 -0.032 0.0789
H -0.9917 -1.3518 0.0664 0.611 0.142 0.151 0.0902
H -0.0490 -1.0311 -1.4886 0.692 0.542 0.775 0.0846
H -3.0482 -0.0585 0.2994 0.109 -0.079 0.212 0.0903